*w*
Here is a single C3H3ClOS molecule from the Open Molecules 2025 dataset. Energies are from wB97M-V/def2-TZVPD.

Each line ends with the Löwdin charge.
Atoms and positions in Å:
S (-1.5733, 0.9415, -1.9634)  0.704
C (-1.3026, -0.4425, -1.1744)  -0.761
O (-0.4595, -0.7633, -0.2675)  -0.081
C (0.0988, 0.1399, 0.5697)  -0.233
C (1.3833, -0.0203, 0.9656)  -0.490
Cl (2.1717, 1.2609, 1.8657)  0.586
H (-1.8134, -1.3290, -1.5545)  0.073
H (-0.5213, 1.0082, 0.9405)  0.140
H (2.0164, -0.7954, 0.6182)  0.062

Computed properties:
Orbital gap   9.22 eV
Structure (SMILES)   S=CO/C=C/Cl
Total charge   0

---

*x*
Here is a single C3H3ClOS molecule from the Open Molecules 2025 dataset. Energies are from wB97M-V/def2-TZVPD.

Each line ends with the Löwdin charge.
Atoms and positions in Å:
O (-1.0528, -2.2755, 0.0976)  0.007
C (-0.6724, -1.0567, -0.3078)  -0.890
S (-1.1913, -0.5114, -1.7372)  0.759
C (0.0788, -0.2771, 0.6334)  -0.212
C (0.5972, 0.8753, 0.2723)  -0.573
Cl (1.6100, 1.8326, 1.2730)  0.649
H (-0.6531, -2.5817, 0.9033)  0.099
H (0.3020, -0.7170, 1.5996)  0.115
H (0.4423, 1.2824, -0.7163)  0.047

Computed properties:
Orbital gap   8.40 eV
Structure (SMILES)   OC(=S)/C=C/Cl
Total charge   0

---

Energies in eV, measured from the most stable structure: *w* 0.809; *x* 0.000.

---

*w*
Here is a molecular structure, C26H26AuN4O4S from the Open Molecules 2025 dataset. Energies are from wB97M-V/def2-TZVPD.

Each line ends with the Löwdin charge.
Atoms and positions in Å:
Au (-0.0026, -0.3806, 0.4240)  1.117
C (-0.7695, 3.1194, -2.6533)  -0.018
C (0.2184, 2.0700, -2.1820)  -0.530
C (1.5841, 2.2475, -2.8389)  0.002
O (0.3859, 2.1488, -0.7592)  -0.051
C (-0.2545, 0.6344, -2.4966)  -0.593
O (-1.1824, 0.5098, -3.3249)  0.041
O (0.3348, -0.3191, -1.9168)  -0.099
H (-0.3829, 4.1158, -2.4281)  0.095
H (-1.7372, 2.9895, -2.1644)  0.090
H (-0.9289, 3.0459, -3.7270)  0.088
H (1.9451, 3.2648, -2.6852)  0.095
H (1.5220, 2.0591, -3.9146)  0.089
H (2.2940, 1.5497, -2.3988)  0.081
H (-0.0215, 2.9617, -0.4440)  0.098
S (3.6288, -0.4044, 3.0308)  1.047
C (4.1701, -0.1305, 1.4343)  -0.405
C (3.1477, -0.1103, 0.5307)  -0.192
C (1.8873, -0.3269, 1.1426)  -0.317
C (1.9974, -0.5016, 2.4961)  -0.543
C (0.8383, -0.7546, 3.3411)  -0.282
C (0.8861, -1.0084, 4.7098)  -0.011
C (-0.2866, -1.2645, 5.3916)  -0.041
C (-1.4949, -1.2708, 4.7046)  -0.052
C (-1.4693, -1.0090, 3.3496)  -0.123
N (-0.3410, -0.7498, 2.6933)  0.012
H (5.2228, 0.0081, 1.2457)  0.070
H (3.2903, 0.0535, -0.5268)  0.092
H (1.8392, -1.0102, 5.2211)  0.108
H (-0.2623, -1.4658, 6.4543)  0.117
H (-2.4308, -1.4749, 5.2035)  0.109
H (-2.3784, -1.0071, 2.7598)  0.103
C (-0.2214, 1.2702, -7.5230)  -0.020
C (-0.6351, 0.2535, -6.5140)  -0.209
C (-2.0043, 0.0254, -6.2501)  0.002
C (-2.4132, -0.9017, -5.3413)  0.023
C (-1.4390, -1.6643, -4.6397)  -0.191
N (-1.7596, -2.7165, -3.8391)  0.182
C (-3.0509, -3.1700, -3.4657)  -0.486
O (-3.3545, -4.3211, -3.6158)  0.154
N (-3.9091, -2.2028, -2.9783)  0.146
C (-3.6001, -1.2981, -1.9379)  -0.193
C (-4.5419, -0.3634, -1.5360)  0.021
C (-4.2323, 0.5047, -0.5034)  -0.027
C (-2.9903, 0.4202, 0.0990)  -0.119
N (-2.0918, -0.4906, -0.2870)  -0.046
C (-2.3848, -1.3285, -1.2745)  -0.071
C (-0.0544, -1.4436, -4.9078)  0.025
C (0.3239, -0.5168, -5.8341)  -0.006
H (-0.9047, 2.1185, -7.5336)  0.092
H (-0.2396, 0.8269, -8.5233)  0.106
H (0.7906, 1.6269, -7.3400)  0.088
H (-2.7450, 0.5984, -6.7931)  0.131
H (-3.4630, -1.0769, -5.1636)  0.122
H (-1.0615, -3.4456, -3.7604)  0.174
H (-4.8615, -2.5429, -2.9678)  0.164
H (-5.5025, -0.3075, -2.0336)  0.129
H (-4.9448, 1.2470, -0.1738)  0.118
H (-2.7006, 1.0801, 0.9058)  0.116
H (-1.6031, -2.0216, -1.5436)  0.116
H (0.6830, -2.0163, -4.3600)  0.135
H (1.3753, -0.3519, -6.0301)  0.131

Computed properties:
<S²>   2.023
Orbital gap (spin up / spin down)   7.41 / 4.66 eV
Spin multiplicity   3
Total charge   +1

---

*x*
Here is a molecular structure, C26H26AuN4O4S from the Open Molecules 2025 dataset. Energies are from wB97M-V/def2-TZVPD.

Each line ends with the Löwdin charge.
Atoms and positions in Å:
Au (-0.4242, -1.7411, -1.2753)  1.082
C (1.5429, -2.6625, 1.8943)  -0.012
C (0.9124, -1.3060, 1.6387)  -0.533
C (0.9379, -0.3800, 2.8440)  -0.015
O (-0.3918, -1.4986, 1.1404)  -0.095
C (1.8350, -0.5371, 0.4958)  -0.679
O (2.9474, -0.2844, 0.8771)  0.043
O (1.2142, -0.2771, -0.5401)  -0.107
H (1.0471, -3.1337, 2.7425)  0.089
H (2.6002, -2.5559, 2.1157)  0.093
H (1.4235, -3.2994, 1.0221)  0.084
H (0.3255, -0.7867, 3.6521)  0.094
H (0.5693, 0.6148, 2.5883)  0.071
H (1.9623, -0.2766, 3.1894)  0.092
H (-0.9295, -0.7166, 1.3227)  0.088
S (-1.6218, -3.1874, -5.3675)  1.042
C (-0.5550, -1.8688, -5.5986)  -0.405
C (-0.0468, -1.3786, -4.4288)  -0.199
C (-0.5268, -2.0669, -3.3085)  -0.301
C (-1.3858, -3.0852, -3.6414)  -0.533
C (-1.9933, -3.9325, -2.6632)  -0.297
C (-2.8866, -4.9701, -2.9507)  -0.010
C (-3.4338, -5.6890, -1.9079)  -0.041
C (-3.0581, -5.3874, -0.6022)  -0.047
C (-2.1485, -4.3668, -0.3949)  -0.112
N (-1.6499, -3.6584, -1.3936)  0.012
H (-0.3624, -1.5236, -6.5955)  0.065
H (0.6482, -0.5623, -4.3780)  0.098
H (-3.1390, -5.1773, -3.9788)  0.104
H (-4.1450, -6.4770, -2.1023)  0.115
H (-3.4604, -5.9338, 0.2337)  0.107
H (-1.8009, -4.1038, 0.5935)  0.112
C (5.2534, 3.2063, 3.5395)  -0.004
C (3.9679, 3.2434, 2.7894)  -0.193
C (3.8655, 2.7689, 1.4755)  0.026
C (2.6643, 2.8012, 0.8046)  0.043
C (1.5146, 3.3147, 1.4245)  -0.148
N (0.3178, 3.2812, 0.7165)  0.214
C (-0.8795, 3.8504, 1.0957)  -0.471
O (-1.0357, 4.5728, 2.0463)  0.125
N (-1.9549, 3.5761, 0.2560)  0.152
C (-2.2402, 2.5038, -0.5686)  -0.209
C (-3.3254, 2.5755, -1.4519)  0.013
C (-3.6203, 1.4906, -2.2536)  -0.024
C (-2.8462, 0.3438, -2.1459)  -0.112
N (-1.8471, 0.2571, -1.2839)  0.012
C (-1.5401, 1.2964, -0.5300)  -0.092
C (1.6085, 3.8028, 2.7356)  0.048
C (2.8173, 3.7663, 3.3909)  0.023
H (5.9157, 2.4341, 3.1567)  0.097
H (5.0762, 3.0422, 4.6014)  0.098
H (5.7709, 4.1634, 3.4442)  0.112
H (4.7367, 2.3660, 0.9827)  0.138
H (2.6004, 2.4136, -0.2019)  0.134
H (0.3962, 2.9351, -0.2327)  0.160
H (-2.7298, 4.2074, 0.4259)  0.166
H (-3.9236, 3.4731, -1.4955)  0.123
H (-4.4392, 1.5315, -2.9533)  0.116
H (-3.0335, -0.5307, -2.7498)  0.112
H (-0.7119, 1.1476, 0.1441)  0.085
H (0.7391, 4.2201, 3.2170)  0.117
H (2.8783, 4.1565, 4.3958)  0.133

Computed properties:
<S²>   2.021
Orbital gap (spin up / spin down)   7.05 / 3.53 eV
Spin multiplicity   3
Total charge   +1

---

Energies in eV, measured from the most stable structure: *w* 0.000; *x* 0.784.

---

*w*
Here is a single CH5N3O molecule from the Open Molecules 2025 dataset. Energies are from wB97M-V/def2-TZVPD.

Each line ends with the Löwdin charge.
Atoms and positions in Å:
C (0.0425, 0.7582, -0.5025)  -0.261
N (-1.1502, 0.3766, 0.2147)  -0.173
N (-1.6087, -0.7332, -0.2075)  0.008
N (1.7614, -0.7421, -0.1607)  0.071
O (1.1316, 0.4166, 0.3461)  -0.237
H (0.2274, 0.2156, -1.5048)  0.140
H (0.2851, 1.8774, -0.5821)  0.137
H (-1.0586, 0.5977, 1.2653)  0.171
H (-1.8998, -1.4453, 0.5022)  0.063
H (2.2693, -1.3214, 0.6294)  0.082

Computed properties:
Orbital gap (spin up / spin down)   7.89 / 10.39 eV
Total charge   0

---

*x*
Here is a single CH5N3O molecule from the Open Molecules 2025 dataset. Energies are from wB97M-V/def2-TZVPD.

Each line ends with the Löwdin charge.
Atoms and positions in Å:
H (-0.8360, -1.8887, -0.0690)  0.024
N (-1.2158, -1.0114, -0.2650)  0.158
C (-0.2352, -0.2583, -0.2610)  -0.603
N (1.1111, -0.7656, -0.3301)  0.116
N (-0.3072, 1.0846, -0.6903)  0.000
O (0.3240, 1.6901, 0.4662)  -0.161
H (1.8073, -0.0837, -0.0609)  0.077
H (1.0267, -1.5929, 0.2531)  0.082
H (-1.2072, 1.3183, -0.3345)  0.088
H (-0.4677, 1.5075, 1.2915)  0.218

Computed properties:
Orbital gap   10.44 eV
Structure (SMILES)   [H]/N=C(\N)NO
Total charge   0

---

*y*
Here is a molecular structure, CH5N3O from the Open Molecules 2025 dataset. Energies are from wB97M-V/def2-TZVPD.

Each line ends with the Löwdin charge.
Atoms and positions in Å:
C (0.3730, -0.4558, 0.5196)  -0.218
H (1.0173, 1.8167, -1.9254)  0.166
H (1.5077, 2.0540, 0.2380)  0.192
H (1.3077, -0.9136, 0.8536)  0.119
H (-0.8702, -1.5583, 1.5219)  0.076
H (-2.2404, -0.6647, -0.8604)  0.186
N (1.3648, 1.2601, -0.8243)  -0.134
N (0.2591, 0.5287, -0.2877)  -0.162
N (-0.7658, -1.3510, 0.5805)  -0.078
O (-1.9532, -0.7161, 0.1842)  -0.148

Computed properties:
Orbital gap   9.09 eV
Total charge   0

---

Energies in eV, measured from the most stable structure: *w* 2.798; *x* 0.000; *y* 3.057.

---

*w*
Here is a molecular structure, CH6N2O2 from the Open Molecules 2025 dataset. Energies are from wB97M-V/def2-TZVPD.

Each line ends with the Löwdin charge.
Atoms and positions in Å:
C (-1.7956, 0.7914, -0.2941)  -0.404
N (-0.8632, -0.0678, 0.1765)  -0.061
N (2.0769, -0.1969, -0.0070)  0.045
O (-0.9736, -1.3824, 0.5621)  0.027
O (-2.9753, 0.6106, -0.2686)  0.008
H (-1.2289, 2.0292, -0.6525)  0.198
H (0.1069, 0.0787, 0.1109)  0.038
H (2.3546, -0.4348, -0.9293)  0.022
H (2.4380, 0.7631, 0.0456)  0.051
H (2.7302, -0.7576, 0.4430)  0.003
H (-1.8699, -1.4336, 0.8134)  0.073

Computed properties:
Orbital gap   9.84 eV
Total charge   0

---

*x*
Here is a molecular structure, CH6N2O2 from the Open Molecules 2025 dataset. Energies are from wB97M-V/def2-TZVPD.

Each line ends with the Löwdin charge.
Atoms and positions in Å:
N (-0.7736, 0.7393, 0.5209)  0.122
C (0.3213, 0.4295, -1.8957)  0.005
N (0.5751, 0.5656, -0.6542)  -0.024
H (-0.9394, 1.7166, 0.2644)  0.042
H (-0.2986, 0.7835, 1.4254)  0.043
H (-0.6068, 0.8092, -2.3320)  0.088
H (0.9495, -0.1917, -2.5445)  0.097
O (0.5498, -1.4135, 0.9279)  -0.387
O (0.0712, -1.3482, 2.2387)  -0.190
H (-0.8387, -1.6778, 2.1258)  0.071
H (0.9901, -0.4124, -0.0765)  0.133

Computed properties:
Orbital gap (spin up / spin down)   6.54 / 6.53 eV
Total charge   0

---

*y*
Here is 2 unconnected molecules or ions with the total composition CH6N2O2 from the Open Molecules 2025 dataset. Energies are from wB97M-V/def2-TZVPD.

Each line ends with the Löwdin charge.
Atoms and positions in Å:
N (-0.2541, 0.8313, 2.0742)  0.156
C (0.8442, 0.0277, 2.0997)  -0.644
N (1.3548, -0.4610, 0.8490)  0.090
O (1.3732, -0.2500, 3.1588)  0.037
H (-0.7120, 0.8591, 2.9695)  0.105
H (-0.5753, 1.3546, 1.2873)  0.094
H (2.2948, -0.0738, 0.8317)  0.083
H (1.4283, -1.4610, 0.9644)  0.079
O (-2.6284, -0.0269, -6.3950)  -0.042
H (-2.3149, -0.7821, -6.8569)  0.011
H (-3.2172, -0.3925, -5.7331)  0.031

Computed properties:
Orbital gap   10.58 eV
Structure (SMILES)   NC(N)=O.O
Total charge   0

---

Energies in eV, measured from the most stable structure: *w* 2.908; *x* 8.205; *y* 0.000.